{"formula": "C39H78Br2F6N2O16PS8", "method": "wB97M-V/def2-TZVPD", "mol_weight_g_mol": 1392.36, "homo_ev": -9.5, "charge": 1, "total_energy_ha": -12119.897293, "orbital_gap_ev": 5.653, "symbols": ["H", "C", "H", "H", "C", "H", "C", "H", "F", "O", "H", "H", "H", "C", "H", "H", "O", "H", "O", "C", "H", "C", "C", "O", "H", "C", "C", "C", "S", "O", "H", "C", "C", "H", "H", "F", "C", "F", "C", "C", "C", "H", "H", "C", "F", "C", "H", "N", "C", "O", "H", "C", "C", "H", "H", "H", "H", "O", "C", "H", "H", "C", "H", "H", "H", "Br", "H", "N", "H", "H", "H", "C", "H", "H", "O", "H", "H", "C", "H", "H", "H", "H", "H", "H", "H", "H", "C", "H", "H", "S", "C", "H", "H", "H", "H", "H", "H", "H", "H", "H", "H", "H", "C", "O", "H", "H", "H", "C", "O", "H", "C", "F", "O", "C", "H", "H", "C", "H", "C", "S", "C", "S", "H", "H", "H", "H", "S", "H", "O", "P", "H", "C", "C", "C", "O", "S", "H", "S", "S", "C", "O", "H", "Br", "H", "F", "H", "C", "O", "H", "H", "H", "O"], "positions_angstrom": [[-6.7314, -1.4647, -4.4669], [-7.6582, -1.0109, -4.1236], [-1.1565, -7.3478, -8.8533], [1.2272, 2.6315, 0.6870], [7.9222, 4.3980, -2.7439], [-8.2423, -6.0821, -7.0239], [5.4680, 1.6666, 2.1027], [7.9810, 1.6385, 7.7658], [-4.7933, -0.1761, 4.9458], [-5.4222, -2.1252, 1.7892], [-0.2345, -1.6790, -4.1613], [9.6479, -0.3348, 7.6049], [-0.1247, -0.3412, -2.9696], [9.3389, -0.5653, 6.5855], [-2.5699, 4.0792, 0.2665], [-5.6456, -3.3138, -7.2799], [9.3980, 2.5467, -1.5755], [-9.4225, 1.0857, -3.4757], [-3.3498, -6.0286, -7.4180], [-1.6051, -1.3886, 1.6913], [8.4241, 5.2187, -2.2361], [6.3883, 3.4070, 3.4401], [2.8769, -2.2302, 3.2264], [-9.1364, 0.6935, 1.3068], [6.4715, 3.2667, 4.5164], [-6.8183, 0.3580, 1.4365], [-6.1050, -4.2853, -7.1077], [-8.0491, 1.1450, 1.0756], [-7.4935, -4.0574, -5.9965], [-6.7137, -0.4129, -1.7065], [-7.2286, -6.3941, -5.5794], [3.5011, -0.8221, 3.1959], [-4.4587, 1.0989, 2.1311], [0.7461, -2.5155, 1.7952], [-0.5123, -0.7062, 3.3679], [0.0718, 5.6334, 3.8109], [0.3561, -2.5680, 2.8029], [-6.6285, -1.1353, 4.2429], [-1.7729, 1.0062, 1.3259], [-0.8760, -1.6661, 2.9933], [-3.7023, -0.0950, 2.1543], [-1.4943, -2.0793, 3.7756], [5.4262, 3.8508, 3.1899], [1.9957, -2.1013, -2.4301], [-0.9056, 7.3514, 2.9679], [0.0040, 6.4059, 2.7115], [5.4465, 2.0794, 1.0858], [-7.8932, 2.4238, 0.5370], [10.5819, -0.0984, -0.3031], [-0.1086, 1.1698, -0.7959], [-1.9146, -7.2240, -10.4583], [7.1637, 1.8293, -2.7865], [7.6192, 1.4695, 6.7516], [6.8834, 4.6667, -2.9365], [-8.2858, -1.7696, -3.6572], [-4.2335, -6.2530, -10.8717], [-5.2863, -5.6066, -9.5977], [-5.0233, 3.1036, -0.5244], [5.5504, 0.1452, 1.9788], [8.6704, -0.1604, 2.8183], [7.1601, 4.1008, 3.1092], [-4.2555, -5.7567, -9.9020], [10.4324, -0.2094, 2.5417], [2.1798, -1.0340, -2.3054], [6.1386, -0.0335, 1.0840], [-1.5106, 6.6331, 0.2787], [9.3750, -1.4723, 1.8360], [-2.4080, -0.1174, 1.7357], [-6.2465, 0.1596, 0.5315], [-0.6220, 3.7514, 2.5931], [-3.7411, -4.7968, -9.9524], [-1.8428, -6.7715, -9.4697], [-1.0528, 3.3081, 0.0991], [-5.2665, 3.7103, 2.5012], [-5.8738, 4.9614, 0.3592], [-7.5198, 2.4246, -0.4023], [6.1077, -0.2569, 2.8196], [-4.5015, 3.6196, 1.7401], [-8.9144, -5.8530, -5.3902], [4.1801, -1.3524, 1.2290], [1.2836, -1.2851, 4.2918], [-2.2849, -2.1717, 1.3840], [2.8434, -2.6594, 2.2301], [6.1476, 2.1757, -2.9792], [7.1401, 0.8576, -2.2970], [-9.4919, -0.1779, -2.2085], [-5.9393, 1.1591, 2.4522], [9.8709, 0.0647, 5.8724], [-0.8976, -1.3206, 0.8812], [0.3023, -2.4722, -1.9841], [-8.9561, 0.6994, -2.5699], [-6.4668, -4.6917, -8.0503], [2.1649, -2.4018, -3.4632], [8.4378, 4.1722, -3.6773], [-8.9641, 1.4688, -1.8025], [8.2693, 1.9582, 6.0254], [-3.8356, 4.4567, 1.8955], [4.2608, -0.7401, 3.9691], [3.5186, 0.2859, 1.3436], [-1.4966, -5.7408, -9.5447], [-6.2721, 4.9969, -0.5244], [2.6499, -2.6704, -1.7727], [-0.4758, -1.3578, -3.1486], [0.6998, 2.2016, 1.3794], [-8.1758, -0.5596, -4.9692], [0.0241, -3.5858, 2.9980], [1.4080, -2.9744, 4.6582], [-8.0189, -5.7742, -6.0026], [6.5901, 2.1635, 2.7984], [11.5230, 0.0961, 0.2110], [-3.8027, 2.2909, 1.7494], [-5.0918, -2.2819, 5.1714], [0.0812, -1.8719, -0.6242], [1.4501, -2.2616, 3.8400], [-5.3744, -4.9571, -6.6575], [-2.0360, 4.7585, 2.6173], [4.1548, -0.4503, 1.8359], [2.7481, -0.0662, 3.4192], [-1.8328, 3.5144, 0.8200], [-4.4855, -1.6406, 2.7463], [-2.4601, 2.2365, 1.3298], [9.2369, 0.6062, 0.6463], [-8.7472, 2.9549, 0.6289], [10.4238, -1.1713, -0.4197], [-6.1634, 0.8972, 3.4758], [7.7310, 1.7703, -3.7160], [-7.2490, 0.2561, -2.9265], [-1.5518, -1.4099, -2.9956], [7.9653, 0.1609, -0.0033], [-0.0389, 1.0044, 0.6613], [-7.1751, -0.5806, 1.8238], [9.4551, -0.4186, 2.1060], [-1.2649, 4.3569, 1.9643], [-5.3335, -1.2582, 4.3957], [0.8067, -0.2383, 1.1047], [7.9732, 2.9645, -1.6605], [10.5845, 0.3903, -1.2739], [7.5706, -0.2955, 6.4217], [-3.4560, -6.8076, -8.6828], [-0.4318, 5.5377, 1.4809], [-8.5244, -3.2702, -6.7251], [9.5372, -1.6133, 6.3721], [1.7355, 7.2149, 2.4483], [6.6056, 1.8532, 6.6566], [0.6528, 5.0983, 0.8049], [3.5066, -2.8255, 3.8809], [-5.1625, 3.8477, 0.3992], [7.2401, -0.4567, 4.9822], [0.7780, -0.8757, 0.3527], [-6.2990, 2.1689, 2.3471], [4.5302, 1.9551, 2.5912], [-3.5273, -2.6049, 3.1816]], "mulliken_charge": [0.3538, -1.1641, 0.3314, 0.3788, -1.0746, 0.3109, -0.5577, 0.4512, -0.2291, -0.6696, 0.4295, 0.4028, 0.1853, -0.9901, 0.6018, 0.3674, -0.6797, 0.4497, -0.5865, -0.2903, 0.3336, -0.7598, -1.1226, -0.5977, 0.1103, -0.1967, -0.8981, -0.4971, 0.5999, -0.5574, 0.3642, -0.3621, 0.4360, 0.1366, 0.3433, -0.2176, -0.5950, -0.1952, 0.6666, -0.3520, 0.5660, 0.8365, 0.3388, -0.9716, -0.2007, 0.5523, 0.1923, -0.1777, -1.0783, -0.7564, 0.3624, -0.9491, -0.9285, 0.3616, 0.3477, 0.4080, 0.1938, -0.5529, -0.0733, 0.0457, 0.2890, -0.8259, 0.4575, 0.2782, -0.0271, -0.0536, 0.3355, 0.2433, 0.6431, 0.5169, 0.3033, -0.9523, 1.0940, 0.9461, -0.5193, 0.1538, 0.0867, -2.0023, 0.3261, 0.6067, 0.5513, 1.3739, 0.6712, 0.3584, 0.2513, 0.2879, -1.2837, 0.2695, -1.7008, 0.2961, -0.9029, 0.1913, 0.4131, 0.3310, 0.2477, 0.2526, -0.1082, 0.6000, -0.1900, 0.3078, 0.4771, 0.3502, -0.8311, -0.5134, 0.4596, 0.6486, 0.4940, -1.0349, -0.1453, 0.3822, 1.0280, -0.2228, -0.6363, -1.1822, 0.3964, 0.7578, -0.6611, 0.2061, -2.5239, 1.3060, -0.1781, 0.6986, 0.2463, 0.3067, 0.7163, 0.3728, 0.4821, 0.3304, -0.6492, 0.5988, 0.3913, -0.8321, -0.8504, 0.8254, -0.3356, 0.6698, 0.3485, 0.3635, 0.4883, 0.2630, -0.6303, 0.3335, -0.0961, 0.2861, -0.2718, 0.3348, 0.7851, -0.5009, 0.2484, 0.3569, 0.5096, -0.6598]}

---

{"formula": "C39H78O31", "method": "wB97M-V/def2-TZVPD", "mol_weight_g_mol": 1043.02, "homo_ev": -9.5, "charge": 0, "total_energy_ha": -3865.107938, "orbital_gap_ev": 9.782, "symbols": ["H", "H", "O", "C", "C", "H", "H", "H", "C", "H", "H", "H", "H", "H", "O", "H", "H", "C", "C", "O", "H", "O", "H", "O", "C", "O", "H", "O", "C", "H", "H", "O", "H", "C", "H", "C", "C", "H", "C", "H", "H", "C", "H", "H", "O", "H", "H", "O", "C", "H", "C", "H", "H", "H", "H", "O", "C", "H", "O", "C", "O", "H", "H", "C", "C", "H", "O", "C", "C", "H", "H", "C", "O", "H", "H", "O", "C", "O", "H", "C", "H", "C", "H", "H", "H", "O", "H", "H", "H", "H", "O", "H", "H", "H", "H", "O", "O", "O", "C", "H", "O", "H", "C", "H", "H", "C", "O", "O", "O", "C", "O", "H", "H", "H", "H", "C", "C", "O", "C", "C", "H", "H", "C", "H", "H", "H", "H", "H", "H", "C", "H", "H", "O", "O", "O", "C", "H", "C", "C", "H", "H", "H", "H", "C", "H", "H", "H", "C"], "positions_angstrom": [[-7.7961, -5.4908, -2.3696], [-1.9787, -2.6959, 0.3424], [4.9562, -5.3992, 0.6658], [6.1837, -0.9286, -5.3969], [3.9172, -5.4018, 1.5290], [8.0378, -0.9481, -4.3550], [4.0404, 3.7328, 3.2365], [-1.5024, -13.5090, -3.1797], [1.4187, 1.3734, -1.1949], [1.3081, 9.3933, 0.6244], [-1.4670, 7.2958, 1.2830], [-8.3682, -6.2713, -0.8577], [-0.3874, -2.8030, 1.0943], [1.4991, -0.8478, 6.5938], [0.3419, 0.6409, -0.6000], [-0.6456, -2.9797, -0.7187], [4.1467, -6.5572, -0.8361], [-4.3070, 6.7207, -2.7418], [-1.1256, -2.5204, 5.6200], [-3.7027, 5.5587, -3.2076], [-7.3217, -4.7593, -0.9599], [-5.2599, 7.0968, -3.6621], [6.3060, -0.0107, 1.3532], [4.4251, -5.1239, 2.7316], [6.3792, 3.6095, -2.9406], [-4.0328, 7.3023, -1.7357], [-0.9893, 3.2508, 3.2877], [1.5374, -1.3357, -0.4965], [7.2841, 4.3555, -3.9199], [5.6665, -5.9329, -1.3094], [-1.0151, -14.2324, -1.6333], [-0.7539, -1.0807, 0.0567], [-4.7075, -7.7720, 2.2301], [5.1059, 1.4735, 2.9695], [0.0636, 3.5329, -8.4823], [-2.5140, -4.4988, 5.2436], [1.5038, 8.8555, 1.5521], [-1.8260, 2.3659, 4.4827], [0.4734, -0.9452, 6.2379], [-2.5494, -13.3625, -1.7571], [3.0158, 3.3430, 4.5939], [-1.3691, -11.0428, -2.2219], [1.2609, 4.6774, -8.1719], [-7.9541, 4.7906, 1.6870], [-1.8348, -1.8084, 4.9017], [5.9287, 5.5453, -5.2350], [-0.7498, -8.6586, -3.0739], [4.3223, 1.8894, 4.0275], [-0.7254, -8.7517, -1.9881], [-5.1799, 9.1237, -3.4794], [3.6178, -5.2657, 3.9173], [4.2209, -4.8759, -1.2617], [6.6486, 6.4304, -3.8526], [1.7846, 1.9102, -0.3196], [5.3070, 3.6721, -3.1268], [-4.9492, -7.6322, 0.1960], [-4.0999, -7.8243, 1.3267], [2.0409, 1.1062, -5.9945], [-1.3997, -3.8441, 5.8160], [-7.5399, -5.7558, -1.3438], [-7.1959, 0.8328, 2.5409], [-6.5772, 8.5025, -4.3532], [2.5371, 8.5109, 1.5116], [-0.9511, 8.1570, 1.7075], [-6.7603, 1.8514, 1.8493], [-1.2374, 8.3742, 2.7366], [5.3202, 2.1349, 1.9509], [4.0294, 3.2371, 4.2072], [-1.9727, 3.1582, 3.7486], [-3.3409, -7.0427, 1.3587], [-3.3810, 4.5188, -1.3820], [-2.9120, 4.7467, -2.3392], [-7.3921, 2.9343, 2.2936], [-2.7183, -4.1903, 4.2183], [6.6258, 4.1105, -2.0045], [-2.2913, -10.8688, -3.0400], [-5.9162, 8.3204, -3.5058], [5.5694, 0.2136, 3.2219], [0.0910, -8.2627, -1.4566], [4.7695, -5.6668, -0.7502], [-1.2621, 8.9791, 1.0629], [5.6003, -1.3749, -4.0186], [-6.5821, 4.1583, 0.7965], [-2.7808, 3.7502, -2.7609], [-6.2406, -0.7502, 1.4216], [-0.9580, -12.1558, -1.7403], [-4.8657, 5.8925, 6.6449], [6.7265, 2.5768, -2.9071], [-6.2650, 4.7139, 2.3849], [-1.6504, -8.3221, -1.6036], [-2.4288, 4.3240, 4.4454], [0.5140, -0.5812, 5.2113], [4.5257, -1.5561, -4.0361], [3.2268, -6.2775, 4.0241], [-6.4551, 8.4705, -2.5703], [-1.1585, 3.9041, 6.3413], [5.5647, -0.8184, -6.4310], [0.7917, 6.6118, 1.1749], [1.6863, 2.9157, -6.9999], [4.7664, 3.7870, 4.7924], [-0.6149, -10.1146, -1.6405], [1.1947, 9.4638, 2.4022], [6.5051, -0.3514, 2.3693], [7.5395, -0.1894, 2.6723], [-4.0526, 6.7474, 5.2946], [-6.5626, -0.4249, 2.4109], [2.3773, 3.5168, -6.1830], [-6.2403, -5.9653, 1.1768], [-3.0012, 5.1746, 6.4102], [-7.0312, 4.2195, 1.7878], [2.7200, -5.5257, 1.2594], [8.0948, -1.4531, -6.0072], [-2.5512, -5.5804, 5.3736], [-4.6806, 5.1412, 5.0848], [2.7313, -4.6378, 3.8273], [-2.1118, 4.4138, 5.7636], [6.7842, 5.6151, -4.5632], [8.4559, 3.9225, -4.1107], [1.1255, 3.5983, -8.2454], [-1.5140, -13.3815, -2.0972], [6.0431, -2.2874, -3.6194], [0.4784, 1.1860, -6.7156], [0.4674, 7.7759, 1.4674], [7.9738, 0.3342, -5.6247], [5.7960, -0.5649, -3.3159], [-0.2670, -0.3287, 6.7476], [-3.4192, -4.1789, 5.7595], [2.2091, 0.7893, -1.6663], [-1.8989, 5.0855, -2.1230], [-4.1810, 5.7917, 5.8028], [4.0675, -5.1118, 4.8982], [-7.2004, -1.2116, 2.8138], [-6.4030, -6.5529, -1.0770], [-5.8514, 1.8409, 1.0030], [-0.0578, -2.2507, 6.2710], [0.4850, -0.6612, -0.3139], [1.1071, 2.0331, -2.0047], [-0.9214, -2.4698, 0.2043], [-5.9168, -6.6532, 0.1693], [1.7049, 3.2223, -9.0886], [1.9063, 0.9855, -7.8190], [6.3220, -1.4217, 2.4637], [-3.6511, -8.8099, 1.2027], [1.5251, 1.4286, -6.8990], [-5.7250, -0.4037, 3.1081], [7.5624, 5.9988, -5.2230], [-2.7534, 2.9281, 3.0237], [7.6885, -0.6821, -5.3526]], "mulliken_charge": [0.2494, 0.2180, -0.3185, 0.7869, 0.8099, 0.2818, 0.3299, 0.2921, -0.6619, 0.3012, 0.2587, 0.2750, 0.2779, 0.2281, -0.2589, 0.3025, 0.2755, 0.6979, 0.8556, -0.2671, 0.2691, -0.3006, 0.3279, -0.3012, -0.8814, -0.5204, 0.2811, -0.6163, 0.7938, 0.2647, 0.2207, -0.2161, 0.3570, 0.8374, 0.3487, -0.6417, -1.0341, 0.3223, -0.6043, 0.2956, 0.2222, 0.8291, 0.3046, 0.2786, -0.6141, 0.2889, 0.3029, -0.2943, -0.5212, 0.2991, -0.6341, 0.2589, 0.3107, 0.2855, 0.3270, -0.2775, -0.6260, 0.2399, -0.3356, -0.5975, -0.3151, 0.2376, 0.2955, -0.9767, 0.9127, 0.3128, -0.5817, -0.6623, -0.6296, 0.2696, 0.2611, -0.6046, -0.3276, 0.2803, 0.2719, -0.5970, -0.6278, -0.3048, 0.2180, -0.5925, 0.3410, -1.0890, 0.3271, 0.2527, 0.3035, -0.3075, 0.2783, 0.2347, 0.1616, 0.1906, -0.2995, 0.2890, 0.3200, 0.2915, 0.2832, -0.5685, -0.5613, -0.5876, 0.7819, 0.2773, -0.2931, 0.3288, -0.6061, 0.2667, 0.2624, -0.6629, -0.5720, -0.6013, -0.3489, -0.5875, -0.5881, 0.3306, 0.2465, 0.2112, 0.2708, 0.7925, -1.0861, -0.5899, -1.1064, -0.6264, 0.3448, 0.3141, 0.7626, 0.2672, 0.2558, 0.3023, 0.3031, 0.3046, 0.2869, -0.5232, 0.2646, 0.2519, -0.2824, -0.6295, -0.3091, 0.7471, 0.2412, -0.6281, 0.7591, 0.2902, 0.3088, 0.1874, 0.2023, -0.9112, 0.2921, 0.3326, 0.2161, -0.9345]}